The following is a DFT calculation (ωB97M-V/def2-TZVPD) of a 2-piece molecular cluster, C2H7NS2 overall in a non-equilibrium geometry.

Geometry as XYZ:
```
12
Properties=species:S:1:pos:R:3:nbo_charge:R:1
C 3.106 3.301 -5.469 -0.0606
N 3.137 2.034 -5.436 -0.5697
H 3.898 3.789 -4.879 0.1540
H 2.223 3.937 -5.576 0.1514
H 2.306 1.659 -5.909 0.3249
C -2.674 -2.187 4.504 -0.7340
S -2.456 -2.839 2.810 0.0625
S -0.762 -1.835 2.168 -0.1306
H -3.515 -2.751 4.917 0.2373
H -1.715 -2.357 4.978 0.2208
H -3.093 -1.186 4.464 0.2252
H -0.457 -1.565 3.430 0.1188
```

Values from the calculation:
Molecular weight   109.219 g mol⁻¹
SMILES string   C=N.CSS
Relative energy (zero: lowest compared OMol25 entry of this formula, charge and spin)   1.620 eV


The following is a DFT calculation (ωB97M-V/def2-TZVPD) of C10H12BrN2O2SbSeZr as an isolated structure.

Geometry as XYZ:
```
30
Properties=species:S:1:pos:R:3:nbo_charge:R:1
Zr 0.766 0.084 -0.320 2.0998
Br 1.036 0.973 2.665 0.2571
C 0.519 -0.851 2.644 0.1806
C 0.408 -1.709 3.714 -0.2321
C 0.018 -3.017 3.424 -0.0643
C -0.242 -3.425 2.114 -0.1663
C -0.093 -2.489 1.118 0.1194
N 0.286 -1.236 1.400 -0.6093
C -0.300 -2.696 -0.365 0.7588
O -0.766 -3.648 -0.877 -0.4135
O 0.123 -1.565 -1.035 -0.8143
H 0.612 -1.387 4.725 0.2810
H -0.079 -3.727 4.235 0.2711
H -0.545 -4.436 1.877 0.2851
Se 4.750 -0.447 -2.645 0.4262
C 3.553 -0.241 -1.493 0.1222
N 2.682 -0.082 -0.642 -0.9232
C -1.840 3.362 -2.684 -0.9415
Sb -0.806 1.506 -2.590 1.1372
C 0.815 2.480 -1.382 -1.1068
C -1.831 0.849 -0.723 -1.0622
H -1.836 3.847 -1.711 0.2462
H -2.862 3.160 -3.002 0.2659
H -1.355 3.992 -3.428 0.2656
H 0.368 3.040 -0.555 0.2602
H 1.121 3.212 -2.133 0.3134
H 1.798 2.080 -1.087 0.2562
H -2.750 1.434 -0.781 0.3058
H -1.436 1.139 0.269 0.2162
H -2.115 -0.202 -0.731 0.2658
```

Values from the calculation:
Charge   +2
Molecular weight   564.066 g mol⁻¹
Relative energy (zero: lowest compared OMol25 entry of this formula, charge and spin)   0.241 eV


The following is a DFT calculation (ωB97M-V/def2-TZVPD) of one molecule with the formula C6H10O.

Geometry as XYZ:
```
17
Properties=species:S:1:pos:R:3:nbo_charge:R:1
C -1.477 -0.214 0.098 -0.4316
C -0.613 -1.477 -0.166 -0.0620
O 0.655 -1.227 -0.741 -0.5289
C 1.604 -0.706 0.179 -0.1048
C 1.540 0.803 0.288 -0.2280
C 0.471 1.546 0.003 -0.1730
C -0.923 1.127 -0.422 -0.4417
H -1.726 -0.100 1.160 0.2019
H -2.427 -0.401 -0.408 0.2088
H -0.478 -2.028 0.778 0.1618
H -1.160 -2.165 -0.839 0.1883
H 1.453 -1.169 1.173 0.1729
H 2.609 -1.015 -0.154 0.1958
H 2.438 1.344 0.609 0.2069
H 0.613 2.627 0.051 0.1998
H -0.977 1.125 -1.520 0.2199
H -1.603 1.931 -0.090 0.2141
```

Values from the calculation:
Molecular weight   98.145 g mol⁻¹
SMILES string   C1=CCOCCC1
Relative energy (zero: lowest compared OMol25 entry of this formula, charge and spin)   0.818 eV


The following is a DFT calculation (ωB97M-V/def2-TZVPD) of a 11-piece molecular cluster, C61H142F9N8O11 overall in a non-equilibrium geometry.

Geometry as XYZ:
```
231
Properties=species:S:1:pos:R:3:lowdin_charge:R:1
C 0.924 4.944 -0.645 -0.0698
C 1.440 4.492 -2.063 -0.2202
C 2.918 4.236 -2.049 -0.0860
N 3.376 3.874 -3.514 -0.1918
C 2.927 4.930 -4.556 0.0510
C 4.878 3.523 -3.600 -0.0801
C 5.029 2.769 -4.892 -0.1147
C 3.678 1.971 -5.030 -0.1243
C 2.801 2.507 -3.964 -0.1475
H 1.468 5.788 -0.223 0.0853
H 1.085 4.129 0.061 0.0383
H -0.136 5.195 -0.681 0.0738
H 1.197 5.344 -2.699 0.1074
H 0.939 3.562 -2.333 0.0899
H 3.244 3.304 -1.588 0.1064
H 3.451 5.044 -1.548 0.1476
H 3.249 5.929 -4.261 0.1184
H 1.838 4.972 -4.580 0.0921
H 3.470 4.709 -5.475 0.1040
H 5.532 4.393 -3.532 0.1487
H 5.110 2.885 -2.747 0.1366
H 5.200 3.479 -5.702 0.1144
H 5.916 2.141 -4.971 0.1326
H 3.107 2.197 -5.931 0.0949
H 3.806 0.904 -4.846 0.1051
H 1.837 2.737 -4.419 0.1035
H 2.621 1.840 -3.121 0.1151
C 2.664 -5.302 2.589 -0.0928
C 3.406 -4.717 3.691 -0.2592
C 3.253 -3.202 3.735 -0.1054
N 4.068 -2.500 4.837 -0.2377
C 5.530 -2.588 4.342 0.0585
C 3.857 -3.020 6.268 -0.0533
C 4.329 -1.901 7.235 -0.0865
C 4.170 -0.633 6.338 -0.1385
C 3.706 -1.021 4.913 -0.1029
H 1.603 -5.181 2.811 0.0708
H 2.805 -6.376 2.466 0.1087
H 2.939 -4.766 1.681 0.0823
H 4.412 -5.084 3.488 0.1237
H 3.207 -5.156 4.669 0.1211
H 2.214 -3.070 4.037 0.1077
H 3.430 -2.698 2.785 0.1168
H 6.076 -1.929 5.017 0.1169
H 5.675 -2.641 3.264 0.1129
H 5.851 -3.608 4.551 0.1039
H 4.332 -4.000 6.302 0.1401
H 2.771 -3.112 6.247 0.0914
H 5.385 -1.918 7.505 0.1195
H 3.788 -1.901 8.181 0.1254
H 5.070 -0.018 6.349 0.1170
H 3.425 0.065 6.722 0.1036
H 4.322 -0.546 4.150 0.1241
H 2.633 -0.885 4.772 0.1043
C 1.039 2.412 -9.901 -0.0539
C 0.761 1.017 -9.223 -0.2076
C 0.575 1.097 -7.677 -0.1163
N 0.016 -0.215 -7.055 -0.1941
C 1.134 -1.322 -7.299 0.0783
C -1.315 -0.701 -7.726 -0.0469
C -2.321 -0.721 -6.609 -0.1177
C -1.636 0.084 -5.509 -0.2082
C -0.219 -0.043 -5.547 -0.1343
H 0.085 2.906 -10.088 0.0804
H 1.564 2.272 -10.846 0.0906
H 1.641 3.033 -9.238 0.0703
H 1.675 0.424 -9.248 0.0984
H 0.029 0.473 -9.819 0.1151
H -0.189 1.856 -7.512 0.1289
H 1.490 1.421 -7.179 0.1060
H 1.194 -1.484 -8.375 0.1058
H 0.725 -2.162 -6.739 0.1099
H 2.034 -0.860 -6.892 0.0873
H -1.127 -1.623 -8.276 0.1467
H -1.587 0.083 -8.433 0.1289
H -2.629 -1.737 -6.364 0.1180
H -3.306 -0.367 -6.913 0.1197
H -2.072 -0.083 -4.524 0.0889
H -1.813 1.151 -5.647 0.1211
H 0.010 -0.930 -4.956 0.1170
H 0.365 0.817 -5.221 0.1256
C 0.680 3.697 3.373 0.0154
N 2.050 3.520 4.003 -0.3038
C 3.003 4.543 3.484 0.0047
C 1.934 3.759 5.505 0.0192
C 2.507 2.053 3.714 -0.0618
C 2.655 1.661 2.259 -0.3004
O 3.697 2.256 1.633 -0.0312
H 0.127 2.826 3.724 0.0818
H 0.768 3.731 2.287 0.0757
H 0.300 4.671 3.681 0.1138
H 2.998 4.533 2.394 0.0935
H 4.055 4.515 3.771 0.1289
H 2.581 5.506 3.770 0.1116
H 2.903 3.660 5.995 0.1182
H 1.216 3.123 6.022 0.1009
H 1.545 4.745 5.757 0.1123
H 1.885 1.394 4.320 0.1048
H 3.461 1.953 4.232 0.1378
H 1.820 1.869 1.590 0.0970
H 2.740 0.579 2.356 0.1088
H 3.718 1.802 0.787 0.0329
C -3.659 -2.705 1.873 -0.0017
N -2.849 -3.386 2.961 -0.2713
C -2.690 -2.229 3.969 0.0098
C -3.738 -4.505 3.501 0.0394
C -1.400 -3.912 2.540 -0.0331
C -1.323 -4.479 1.122 -0.2462
O -2.127 -5.650 0.977 -0.0358
H -3.776 -3.480 1.115 0.1139
H -3.038 -1.898 1.485 0.0602
H -4.576 -2.248 2.245 0.1084
H -1.855 -1.564 3.745 0.0716
H -2.351 -2.795 4.837 0.0921
H -3.565 -1.607 4.160 0.0906
H -3.222 -4.907 4.373 0.1121
H -3.932 -5.253 2.732 0.1111
H -4.734 -4.136 3.744 0.1116
H -0.952 -4.501 3.340 0.1254
H -0.775 -3.025 2.436 0.0957
H -0.344 -4.850 0.819 0.1145
H -1.523 -3.641 0.455 0.0801
H -2.454 -5.652 0.074 0.0462
C -4.002 1.024 4.233 0.0338
N -4.228 2.581 4.184 -0.2986
C -5.378 2.954 5.170 0.0439
C -2.976 3.294 4.712 0.0323
C -4.638 3.171 2.817 -0.0881
C -3.548 3.154 1.710 -0.2038
O -3.192 1.813 1.509 -0.0901
H -3.960 0.765 5.291 0.1028
H -3.038 0.701 3.841 0.0735
H -4.859 0.728 3.628 0.1004
H -5.034 2.844 6.199 0.1128
H -6.199 2.279 4.929 0.1144
H -5.631 4.012 5.098 0.1145
H -2.850 3.098 5.777 0.1096
H -3.169 4.323 4.409 0.1147
H -2.115 2.811 4.250 0.0746
H -5.043 4.173 2.957 0.1378
H -5.531 2.641 2.488 0.1351
H -2.711 3.834 1.871 0.1252
H -3.997 3.512 0.784 0.1181
H -3.980 1.264 1.485 0.0812
C -2.052 -0.768 -0.732 0.0210
N -0.550 -0.342 -0.615 -0.2665
C 0.095 -1.131 -1.712 0.0064
C -0.406 1.193 -0.949 0.0609
C 0.187 -0.723 0.720 -0.0515
C -0.315 0.025 1.917 -0.2671
O 0.334 -0.567 3.005 -0.0647
H -2.372 -0.481 -1.733 0.0613
H -2.610 -0.265 0.059 0.0671
H -2.190 -1.847 -0.662 0.0908
H 0.015 -2.172 -1.399 0.0963
H 1.141 -0.835 -1.637 0.0954
H -0.381 -0.896 -2.665 0.0872
H -0.620 1.261 -2.016 0.0923
H 0.584 1.457 -0.579 0.0943
H -1.209 1.640 -0.363 0.0813
H 1.238 -0.506 0.530 0.1204
H -0.017 -1.785 0.856 0.1258
H -1.372 -0.232 1.972 0.0901
H -0.201 1.105 1.819 0.1046
H 0.048 -0.135 3.813 0.0061
C -4.406 0.640 -2.966 -0.0173
N -5.691 1.290 -3.499 -0.3170
C -5.639 1.532 -5.018 0.0412
C -6.855 0.346 -3.111 0.0553
C -5.783 2.676 -2.814 -0.1079
C -6.938 3.631 -3.170 -0.1703
O -6.732 4.340 -4.422 -0.0424
H -4.345 -0.401 -3.282 0.1012
H -4.554 0.613 -1.886 0.0927
H -3.501 1.142 -3.308 0.0894
H -5.433 0.589 -5.523 0.1034
H -4.813 2.209 -5.237 0.1052
H -6.574 1.972 -5.365 0.1160
H -6.841 0.146 -2.039 0.1052
H -6.604 -0.617 -3.556 0.1176
H -7.812 0.822 -3.322 0.1150
H -4.778 3.095 -2.877 0.1299
H -5.919 2.378 -1.774 0.1184
H -6.956 4.373 -2.372 0.1310
H -7.879 3.084 -3.117 0.1301
H -5.858 4.737 -4.445 0.0920
C -1.874 -4.787 -2.669 -0.3837
O -0.687 -4.540 -1.819 -0.1320
O -2.878 -5.183 -1.791 -0.2091
C -2.220 -3.595 -3.672 -0.5788
F -3.223 -3.881 -4.462 0.1754
F -2.653 -2.510 -2.997 0.0846
F -1.197 -3.293 -4.481 0.1207
C 0.603 -4.688 -2.405 -0.3072
C 1.658 -4.735 -1.392 -0.0797
H 1.556 -3.969 -0.624 0.0437
H 1.450 -5.606 -0.771 0.0891
H 2.691 -4.748 -1.740 0.0935
H 0.781 -3.864 -3.096 0.0773
H 0.700 -5.533 -3.086 0.1353
H -1.593 -5.658 -3.262 0.1466
C -0.542 0.045 6.553 -0.3776
O -0.807 -1.340 6.285 -0.1297
O -0.434 0.642 5.287 -0.2535
C -1.486 0.618 7.730 -0.5522
F -1.090 1.870 8.080 0.1106
F -2.765 0.757 7.416 0.1296
F -1.514 -0.025 8.882 0.1814
C 0.339 -2.286 6.232 -0.2047
C 0.069 -3.807 6.443 -0.0394
H -0.309 -3.919 7.459 0.0926
H -0.615 -4.217 5.700 0.0507
H 0.991 -4.382 6.535 0.0725
H 0.900 -2.085 7.144 0.1139
H 0.927 -2.165 5.322 0.0694
H 0.487 0.060 6.914 0.1266
C 4.198 -0.387 -1.100 -0.4094
O 3.470 -0.805 -2.283 -0.1480
O 3.759 0.917 -0.915 -0.2230
C 4.230 -1.451 0.031 -0.5446
F 4.536 -0.990 1.258 0.1111
F 3.075 -2.096 0.236 0.1239
F 5.296 -2.243 -0.146 0.1486
C 4.151 -1.685 -3.167 -0.2343
C 3.235 -2.087 -4.353 -0.0497
H 3.697 -2.975 -4.783 0.0938
H 2.252 -2.390 -3.993 0.0495
H 3.128 -1.316 -5.115 0.0317
H 4.407 -2.588 -2.613 0.1176
H 5.004 -1.172 -3.611 0.1225
H 5.240 -0.336 -1.416 0.1447
```

Values from the calculation:
Charge   +5
Molecular weight   1334.834 g mol⁻¹


The following is a DFT calculation (ωB97M-V/def2-TZVPD) of an isolated ion of composition C3H6NO2 and charge -1 in a non-equilibrium geometry.

Geometry as XYZ:
```
12
Properties=species:S:1:pos:R:3:nbo_charge:R:1
O -2.359 -1.035 -0.740 -0.6025
C -1.489 -0.354 -0.233 0.4289
C -0.280 -0.933 0.607 -0.3331
N 1.000 -0.396 0.184 -0.6871
C 1.037 1.052 -0.196 0.1500
O 0.210 1.836 0.474 -0.9368
H -1.746 0.682 0.018 0.1451
H -0.345 -1.989 0.338 0.1956
H -0.496 -0.458 1.565 0.2266
H 1.437 -0.846 -0.603 0.3305
H 0.904 1.107 -1.332 0.0175
H 2.127 1.333 -0.082 0.0653
```

Values from the calculation:
Charge   -1
Molecular weight   88.086 g mol⁻¹
SMILES string   O=CCNC[O-]
Relative energy (zero: lowest compared OMol25 entry of this formula, charge and spin)   3.270 eV


The calculation returns the following HOMO-LUMO gap values, one per record and in order: 0.3230 0.2703 0.3775 0.1946 0.2462 Ha.
The calculation returns the following LUMO level values, one per record and in order: 0.6 -8.2 1.1 -10.1 4.1 eV.